Record 1
The following is a quantum chemistry calculation of C5H9NO2 in the gas phase, from the OMol25 dataset.

Last column: Mulliken charge in e.
Cartesian coordinates (Å):
C: 1.89239 0.26452 -0.51119  -1.213
C: 0.61711 0.32672 0.27019  0.663
C: 0.22281 -0.83418 1.13095  -0.482
C: -0.82388 -1.40100 0.18459  -0.811
C: -1.89511 0.03274 -0.07911  0.171
O: -2.88590 0.09758 0.62696  -0.557
N: -0.31433 1.25722 0.07211  -0.312
O: 0.02809 2.12248 -0.99250  -0.410
H: 1.71124 0.36297 -1.58185  0.327
H: 2.53912 1.08831 -0.19122  0.344
H: 2.41559 -0.67354 -0.32268  0.361
H: -0.23220 -0.47394 2.05550  0.261
H: 1.06641 -1.49692 1.33789  0.326
H: -1.53186 -2.06531 0.67487  0.349
H: -0.42002 -1.81120 -0.74027  0.308
H: -1.91806 0.27576 -1.14808  0.317
H: -0.47138 2.92780 -0.78616  0.358

Output
**E_HOMO**: -8.5 eV
**E_tot**: -401.01858 Eh
**LUMO**: 0.5 eV
**SMILES**: C/C(CCC=O)=N\O
**ΔE to the lowest compared entry with this formula, charge and spin**: 99.3 kcal per mole


Record 2
The following is a quantum chemistry calculation of 2 unconnected molecules or ions with the total composition C10H16O, from the OMol25 dataset.

Last column: Mulliken charge in e.
Cartesian coordinates (Å):
C: 0.71975 2.75883 1.73782  -1.365
C: -0.24027 2.01370 0.83534  0.621
C: 0.07181 1.76201 -0.50117  -0.594
C: -0.76132 0.94893 -1.25028  -0.281
C: -1.90230 0.38403 -0.69940  0.547
O: -2.61414 -0.56476 -1.36490  -0.607
C: -2.35796 0.84238 0.53288  -0.695
C: -1.50715 1.63210 1.28991  -0.419
H: 0.24974 2.95137 2.70872  0.361
H: 0.92343 3.75430 1.33326  0.333
H: 1.63454 2.18901 1.89354  0.294
H: 0.95351 2.24639 -0.90861  0.387
H: -0.47309 0.58945 -2.23730  0.414
H: -2.02829 -1.04909 -1.95333  0.295
H: -3.34217 0.54516 0.85380  0.405
H: -1.76283 1.92561 2.29966  0.280
C: 0.91163 -1.98909 0.83928  -0.938
C: 1.68126 -1.75284 -0.48267  -0.066
C: 0.93353 -2.37297 -1.67720  -1.182
H: 0.15593 -2.76059 0.70014  0.325
H: 1.55254 -2.35277 1.63826  0.331
H: 0.41754 -1.07133 1.15354  0.092
H: 1.77352 -0.66298 -0.57728  0.158
H: 2.68270 -2.17859 -0.41154  0.392
H: 1.30946 -2.04138 -2.64956  0.302
H: 1.15247 -3.43905 -1.61952  0.443
H: -0.13381 -2.30782 -1.48338  0.169

Output
**E_HOMO**: -8.4 eV
**E_tot**: -465.86090 Eh
**LUMO**: 0.9 eV
**SMILES**: Cc1ccc(O)cc1.CCC
**ΔE to the lowest compared entry with this formula, charge and spin**: 23.2 kcal per mole


Record 3
The following is a quantum chemistry calculation of a molecular structure, C14H8CrN2O4, from the OMol25 dataset.

Last column: Löwdin spin population.
Cartesian coordinates (Å):
Cr: -0.17571 0.16416 0.21167  3.636
O: 3.34800 2.08304 -0.03479  0.020
C: 2.09188 1.71451 0.05353  0.044
O: 1.77342 0.52549 0.19954  0.035
C: 1.03297 2.71585 -0.03461  0.034
C: 1.08640 4.10030 -0.06611  0.002
C: -0.11742 4.79432 -0.06999  0.032
C: -1.32953 4.10606 -0.04732  -0.001
C: -1.29952 2.72322 -0.01690  0.039
N: -0.14412 2.07009 -0.00115  0.015
C: -2.47294 1.74649 0.07905  0.015
O: -3.61090 2.15285 0.02533  0.016
O: -2.06119 0.52036 0.20651  0.043
H: 3.90475 1.29162 0.02813  0.000
H: 2.04049 4.60877 -0.07425  0.000
H: -0.11285 5.87565 -0.07625  0.002
H: -2.28226 4.61670 -0.04024  -0.001
N: -0.09201 -7.22118 0.03826  0.008
C: -0.10715 -6.07071 0.02223  0.002
C: -0.12318 -4.64154 -0.00692  0.016
C: -0.23778 -3.91616 1.17840  -0.002
C: -0.26311 -2.53163 1.13119  0.030
C: -0.17419 -1.82205 -0.08025  -0.007
C: -0.05291 -2.58292 -1.24621  0.016
C: -0.02933 -3.96820 -1.22516  -0.005
H: -0.31028 -4.44354 2.12172  -0.001
H: -0.36292 -1.99351 2.07191  0.007
H: 0.02245 -2.08040 -2.20549  0.002
H: 0.05897 -4.53762 -2.14185  -0.001

Output
**E_HOMO (alpha / beta)**: -8.2 / -8.7 eV
**E_tot**: -1993.26392 Eh
**LUMO (alpha / beta)**: -1.8 / -2.0 eV
**2S+1**: 5


Record 4
The following is a quantum chemistry calculation of C5H5NO in the gas phase, from the OMol25 dataset.

Last column: Mulliken charge in e.
Cartesian coordinates (Å):
N: -0.32410 1.99535 0.36863  -0.272
C: -1.39635 2.49412 0.50262  -0.034
C: -0.12745 0.58787 0.22964  0.310
C: 1.15259 0.07056 -0.32398  -0.459
C: 0.37564 -1.09936 0.29025  -0.209
C: -0.91551 -0.63296 -0.41550  -0.402
O: 0.02148 -0.22796 1.43361  -0.442
H: 1.27862 0.13020 -1.40534  0.256
H: 2.00205 0.44197 0.24453  0.282
H: 0.73108 -2.10354 0.51824  0.457
H: -0.95324 -0.69158 -1.50988  0.246
H: -1.84481 -0.96466 0.06719  0.267

Output
**E_HOMO**: -10.1 eV
**E_tot**: -323.35149 Eh
**LUMO**: 0.6 eV
**ΔE to the lowest compared entry with this formula, charge and spin**: 105.5 kcal per mole


Record 5
The following is a quantum chemistry calculation of C4H5NO3 in the gas phase, from the OMol25 dataset.

Last column: Mulliken charge in e.
Cartesian coordinates (Å):
C: 1.58708 -1.64708 0.77586  -0.769
C: 0.83292 -0.61848 0.53982  0.315
C: 0.38888 0.60365 0.27969  0.271
O: 0.61191 1.66469 1.09772  -0.524
N: -0.63243 0.80155 -0.67205  -0.066
O: -0.20754 0.65209 -2.01228  -0.419
C: -1.69254 -0.19268 -0.25431  0.070
O: -2.23144 -0.21581 0.81064  -0.439
H: 2.58728 -1.73284 0.37271  0.251
H: 1.25820 -2.44689 1.42342  0.248
H: -0.20896 2.16133 1.22621  0.343
H: -0.21762 1.54951 -2.37954  0.349
H: -2.07575 -0.57904 -1.20787  0.371

Output
**E_HOMO**: -9.2 eV
**E_tot**: -435.73980 Eh
**LUMO**: 0.6 eV
**SMILES**: C=C=C(O)N(O)C=O
**ΔE to the lowest compared entry with this formula, charge and spin**: 113.4 kcal per mole


Record 6
The following is a quantum chemistry calculation of a molecular structure, C3H2ClNO2, from the OMol25 dataset.

Last column: Mulliken charge in e.
Cartesian coordinates (Å):
C: -0.94352 0.49863 0.13217  -0.618
C: -0.86477 -0.84642 -0.08739  -0.012
C: 0.26743 1.16956 -0.00442  0.710
N: 1.27881 -0.38801 -0.53300  -0.157
O: 0.84592 2.18435 -0.00194  -0.403
O: 0.30484 -1.36168 -0.38111  -0.216
Cl: 2.62213 -0.70331 0.48234  -0.085
H: -1.83307 1.00144 0.46070  0.365
H: -1.67777 -1.55456 -0.06735  0.415

Output
**E_HOMO**: -9.0 eV
**E_tot**: -780.80970 Eh
**LUMO**: -0.2 eV
**ΔE to the lowest compared entry with this formula, charge and spin**: 88.8 kcal per mole


The lowest E_tot belongs to which entry? C14H8CrN2O4


Look up the E_tot of the fourth one. -323.35149 Eh


Which formula does entry 3 have? C14H8CrN2O4


Which of these has the highest E_tot? C5H5NO